No. 1
209
Properties=species:S:1:pos:R:3:mulliken_charge:R:1 method="wB97M-V/def2-TZVPD" orbital_gap_ha="0.2617 / 0.1395" s_squared=0.758 spin_multiplicity=2
H 1.3060 -0.9001 -5.0744 0.534
O -1.5284 -5.9077 -4.7890 -0.642
H -4.1125 1.3472 -4.8687 0.541
H -0.8614 -1.9157 -6.0641 -0.264
H 7.7670 -6.0022 2.0174 0.409
C -5.2668 4.4323 5.5552 -0.255
S -3.7048 -1.6876 3.7642 1.290
O -1.7043 2.0756 1.1268 1.505
H -6.2148 4.6258 3.6306 0.331
H -3.6975 0.1703 -6.9284 0.419
C -4.9652 -1.5955 -3.1581 -0.699
H 0.4575 -2.2665 2.1458 0.284
H -2.6929 -0.6288 -5.8098 -0.482
H 3.4831 -7.9970 -0.3532 0.196
H 1.7907 -1.0685 -2.7542 -0.280
H 4.5365 5.7446 0.8551 0.397
H -4.1669 2.3310 4.3965 0.664
H 4.8481 -6.2217 1.2261 0.060
C 6.5140 0.5941 -2.0218 0.582
O 1.5903 -1.1245 -0.2824 0.167
H -6.1518 4.7750 7.4995 0.422
C -2.7457 4.4831 3.5746 -0.715
C -0.8202 2.8859 0.3266 -0.018
F -0.7426 -4.4871 -1.9306 -0.208
H 2.2488 8.5876 6.1483 0.351
H -5.5555 0.7794 2.9098 0.279
H -3.1516 -2.5751 -2.1851 0.082
C 6.5718 -7.6991 -0.7483 -0.681
H 2.6165 -5.6646 -2.2238 0.148
O 2.3858 -3.1744 3.4460 -0.528
H -0.0600 -0.0115 1.7044 -0.030
C 3.3804 3.7103 -0.5709 -0.461
H -1.5151 -0.6667 2.0192 -0.261
H -3.5187 1.9549 2.8691 -0.885
C -2.3050 1.0914 0.3208 -1.470
C -0.2685 -3.1838 -8.2424 -0.800
H -2.7598 5.5715 3.6321 0.399
C -4.1919 -2.2846 -2.0388 -0.667
H 4.1381 -4.7443 -2.4028 0.493
C -5.2151 4.8279 4.0151 -0.396
H 7.3908 -5.7071 -0.7182 0.065
O -3.4210 -5.3977 -3.0807 -0.616
N -4.2200 3.9954 3.1579 0.779
C 2.5110 -1.3882 -3.5072 -0.387
O -4.2842 -1.4354 -0.8672 0.295
O 1.3397 -4.6276 5.0667 -0.616
H -1.2598 3.4912 -0.4661 0.255
O -4.7236 -1.0988 4.6850 -0.739
H -6.5558 4.3493 1.6096 0.352
O -2.8067 -0.7359 3.1571 -1.171
H -4.7441 0.3267 -2.8944 0.428
C -3.7663 -2.3146 -7.5118 -0.752
C -0.0259 2.4131 -3.2843 0.455
C 0.9815 6.6081 3.8635 -0.084
H 7.3216 -2.6839 -1.3781 0.358
H 3.9671 -8.0236 -2.0203 0.289
C -4.4762 0.3199 -4.8884 -0.935
H 6.6081 -8.5646 -0.0866 0.481
H 3.7529 -3.0201 -3.9636 0.531
O 5.4870 0.0021 -2.4454 -0.331
O 6.2075 -3.9465 -0.1358 -0.151
H -4.6443 -3.2645 -1.8867 0.575
H 5.6303 -5.7071 2.8161 0.601
C -3.7448 -0.4589 -6.0396 0.470
H 3.1655 -0.5246 -3.6255 0.468
H -2.5250 6.9520 -0.7945 0.243
O 5.2567 -7.2461 -0.8677 -0.122
H 3.5432 2.6340 -0.5147 -0.198
O 0.6152 7.2564 0.2426 -0.745
C 4.3122 -8.2542 -1.0124 -0.803
H 5.8873 2.5293 -1.7036 0.214
H -6.7602 2.1074 0.9067 0.603
H -4.9912 1.9060 0.6945 -0.563
H -1.1361 8.0180 -1.2390 0.427
H 4.2394 4.1821 -1.0480 0.495
N 1.6457 5.7465 2.6516 1.376
O -1.4387 0.1170 -3.4851 -1.035
H 6.1975 -1.8614 -0.4461 -0.076
C 5.7674 -4.2005 1.2841 -0.397
F -0.3719 0.4503 5.6180 -0.238
H 6.5229 -3.8617 1.9929 0.543
C 6.3198 1.7282 -1.1043 -0.670
F -0.6373 2.6065 5.7895 -0.246
H 2.0159 10.0472 5.3635 0.306
H 6.9478 -8.0308 -1.7161 0.371
H -4.9960 5.8873 3.8816 0.469
C 0.3391 -2.6504 -4.5119 -0.063
O 3.3168 4.1062 0.8155 -0.189
C 0.8925 -2.3293 0.0169 0.953
H -0.3604 -2.1149 -8.4351 0.330
H 7.1980 2.1054 -0.5803 0.471
H 1.3973 4.7832 2.8261 0.434
H -1.1082 6.4838 -1.7917 0.254
H 3.6152 9.2980 5.3034 0.284
H 0.2854 8.6345 4.2474 0.501
H -3.1684 0.6375 0.8071 -0.489
H -6.4009 -0.8824 -1.0096 0.298
S -0.7657 1.0192 -4.4036 1.015
C -4.4218 4.4427 1.6554 -0.055
C -1.4721 -0.1281 0.0044 -0.199
H 2.2145 -2.0737 -5.5148 0.553
F -2.5809 -2.5355 5.9279 -0.214
H -6.0234 -1.4176 -2.9668 0.385
O -0.9520 6.1667 1.2942 -0.487
F 0.6907 3.2994 -3.9717 -0.245
H -2.7083 1.5290 -0.5924 0.623
H -6.4051 2.1241 3.3791 0.503
O 3.3785 -5.4482 3.8529 -0.628
F 0.8777 -6.7062 2.8397 -0.247
S -2.1967 -6.2062 -3.4852 1.094
F -1.3048 -3.0824 4.2806 -0.132
F -0.2035 -4.8656 2.4863 -0.149
F -1.3859 -6.2269 -0.9020 -0.203
O 1.2429 3.2957 3.4414 -0.903
O 2.4086 -3.6458 -2.6233 -0.063
O -4.2023 -1.7855 -6.2932 -0.396
C 3.2840 -2.6793 -3.0405 -0.648
H -0.0697 6.3555 4.0022 -0.016
H -0.2062 -2.2464 -3.6589 -0.403
C -0.5524 6.8306 0.3205 0.766
H -1.2354 -3.6480 -5.6190 0.660
O -4.2804 -2.4534 2.6697 -0.761
H 3.9909 -2.4192 -2.2526 0.411
N 1.6356 -1.7929 -4.7362 0.139
C -0.0818 -2.0740 1.2184 -1.510
N -4.2434 -0.2861 -3.5219 0.981
C 2.7748 -0.9177 0.5470 0.100
O 1.1384 0.9601 2.7153 -0.637
H -4.4023 5.5325 1.6671 0.538
H 7.0348 -7.3070 1.8687 0.397
C 7.4311 -6.5938 -0.0856 -0.524
H 0.6254 -3.6688 -4.2491 0.373
H -1.9962 4.1935 2.8381 -0.060
H -1.2448 -3.6522 -8.3672 0.241
C 2.5450 9.1030 5.2347 -0.844
H 5.6573 1.5840 -0.2508 0.178
H 3.5521 5.3065 3.2435 0.415
H -0.8872 -2.8055 1.2844 0.523
H 1.5727 6.3589 4.7447 0.540
H 3.2256 0.0336 0.2642 -0.310
C -0.4687 -2.8868 -5.7627 0.031
H -5.8779 4.1467 0.0648 0.462
C 1.0349 -5.4125 2.5076 0.411
C 6.9119 -2.6809 -0.3680 -0.719
H -5.5223 0.3233 -5.1944 0.420
O 0.3367 0.3585 -5.1197 -0.885
C -5.6938 3.9053 1.1117 -1.120
H -3.2520 -0.3183 -3.3317 -0.294
H 0.4570 -3.5231 -8.9816 0.312
O 7.6521 0.3404 -2.5045 -0.369
C -1.4434 7.0261 -0.9076 -1.427
C 3.4990 5.4598 1.0299 -0.772
H 3.4582 -1.7522 0.3898 -0.439
C -4.3563 2.4759 3.3329 0.273
O -2.4136 -7.6377 -3.3310 -0.687
H -5.4150 3.3661 5.7268 0.217
H 2.8737 6.0001 0.3191 0.461
H 4.6577 -9.2784 -0.8722 0.414
O 2.4041 8.4976 4.0428 -0.304
H 4.7630 -3.8026 1.4290 0.177
H -2.7567 -1.9810 -7.7519 0.180
H 7.7181 -2.4442 0.3264 0.487
O 0.2873 -3.3237 -6.8692 -0.462
H -4.2640 4.5507 5.9656 0.293
F 0.2928 -6.3091 -2.3285 -0.212
H -2.5321 4.0018 4.5290 0.233
C -5.7752 2.3745 1.2894 0.308
H 2.6435 -0.6998 1.6069 0.345
H -6.2813 6.1761 6.5410 0.377
N -0.7724 -0.6253 1.3359 1.749
H 1.0121 8.3488 2.6484 0.217
O -1.6943 1.7070 -5.3428 -0.760
C 5.6662 -5.7038 1.7267 -0.826
F 0.7711 1.9133 -2.3373 -0.061
H -4.3995 -1.9621 -8.3260 0.373
O 2.4135 1.5477 4.7368 -0.732
H 2.5597 3.9125 -1.2591 0.291
C -2.5972 -2.9811 4.7330 0.587
C -6.2790 5.0889 6.4634 -1.610
C -0.8998 -5.7841 -2.0317 0.452
C 1.0692 8.1021 3.7086 -0.828
F -1.0371 3.0696 -2.7217 -0.186
H -5.5820 -0.8383 0.6407 0.013
H -3.5708 4.2886 0.9919 -0.179
H -4.8381 -2.1521 -4.0866 0.493
H 1.1599 5.9877 1.7997 -0.588
H 8.4719 -6.9176 -0.0831 0.554
S 2.1699 -4.5843 3.8878 0.962
H 0.0295 2.3240 -0.0612 -0.140
H -3.8073 -3.3974 -7.6293 0.345
H 0.4741 -2.6783 -0.9272 -0.281
H 3.2016 -4.6234 -0.9040 0.124
F -1.3965 1.4377 4.0858 -0.187
H -0.3993 3.6175 1.0163 -0.469
H -5.9973 -2.3253 -0.2003 0.353
H -7.3122 4.7918 6.2835 0.364
C 3.1310 -4.7335 -1.9861 -0.723
H 3.2003 6.9702 2.6200 0.352
F -3.2626 -4.1853 4.7689 -0.242
C -5.5792 1.8527 2.7216 -1.011
S 1.2863 1.9064 3.8520 0.715
C 3.1246 5.8988 2.4345 -0.626
C -5.6478 -1.3028 -0.3431 -0.760
F 1.6178 -5.2641 1.2829 -0.094
N 7.0365 -6.3928 1.4394 -0.135
H -0.6664 0.0677 -0.7031 -0.251
H -2.1084 -0.9828 -0.2252 0.536
C -0.3842 1.6289 4.9245 0.551
H 1.6108 -3.0213 0.4566 -0.020

=====

No. 2
168
Properties=species:S:1:pos:R:3:mulliken_charge:R:1 method="wB97M-V/def2-TZVPD" total_charge=+2 orbital_gap_ha=0.2932 de_lowest_kcal_mol=122.3 spin_multiplicity=1
H 11.1698 1.4630 -24.6096 0.518
H 1.8872 11.2130 -24.8105 0.360
C 0.2285 9.3883 -19.2177 -1.177
O 6.2644 2.3762 -18.3352 -0.585
O 4.3082 3.7615 -17.4653 -0.599
H 0.0820 5.8228 -23.0314 0.309
H 13.1173 3.9066 -27.6125 0.343
H -0.0404 1.3038 -10.1224 0.576
H 11.5451 -2.0770 -26.4596 0.668
H -1.8511 3.0106 -9.3259 0.547
O 4.2139 0.7467 -18.3942 -0.509
H 5.4083 12.0583 -22.0186 0.308
C 5.4316 10.0216 -22.5405 -0.547
H 9.6098 2.1059 -25.1777 0.626
H -5.5932 -1.1012 -10.6649 0.333
H 2.0399 0.5338 -12.3634 0.280
H -3.0995 3.7596 -10.2584 0.567
H 10.7497 2.0249 -27.5649 0.272
C 0.1171 13.3121 -24.5964 -1.215
C 14.1980 -1.1388 -23.2877 -1.573
F 6.0388 4.5924 -18.8806 -0.287
P 1.6261 8.1887 -23.4860 0.992
H -4.8049 0.6292 -16.7875 0.396
H -7.9971 -0.6926 -10.2669 0.379
H -1.7469 8.9124 -19.8730 0.354
P -2.1337 1.7351 -11.2114 0.638
H -1.5469 7.0152 -24.4678 0.186
H 9.2585 -1.2536 -28.0662 0.573
H 3.6946 8.5956 -24.6113 0.520
C -2.1043 3.3224 -10.3392 -0.981
H -0.7750 -0.7867 -12.3135 0.274
C 1.0137 -1.0132 -11.1648 -0.794
C 6.9009 -1.2934 -28.4668 -0.732
H 1.8456 8.5794 -21.1896 0.495
C -0.3183 8.7068 -21.4528 -0.161
H -0.8839 13.7368 -24.5204 0.336
H -7.6212 1.0366 -10.5942 0.344
H -7.5255 -0.0746 -11.8527 0.351
H 5.0638 -2.1917 -27.8436 0.313
C -0.7238 8.5788 -20.0461 -0.637
C 13.0273 -1.4860 -24.1248 0.233
H -0.3845 11.5253 -25.6909 0.368
P 10.0935 -0.1660 -25.9847 0.642
H 13.2952 0.2355 -25.3866 0.315
C -3.5051 0.5009 -10.7708 -1.404
H 5.7844 9.1122 -22.0540 0.371
H 1.0141 -2.1022 -11.2120 0.402
H 6.9613 11.4516 -21.5676 0.374
C -0.3831 6.6263 -11.0683 -1.438
H 12.0350 3.9211 -25.5237 0.388
C 0.2101 5.7968 -24.1135 -0.712
H -4.7015 1.7922 -14.4665 0.343
C -5.8728 -0.0818 -10.3988 -0.380
H -0.4593 9.7351 -21.7856 0.191
S 3.6574 1.6584 -19.4402 1.074
H -0.7674 6.3521 -25.8818 0.330
F 3.8679 0.8153 -20.8286 -0.270
H 8.4544 -0.3056 -24.3446 0.617
H 7.0952 -0.8070 -29.4227 0.313
H -0.9408 8.1065 -22.1163 0.156
S 5.1459 3.3111 -18.5485 1.090
C -4.9837 0.9233 -11.0964 -0.328
H 1.2290 7.0261 -21.4046 0.708
C -7.3339 0.0021 -10.7824 -1.456
C -1.2318 4.3459 -11.1120 -0.580
C 9.4204 -0.8044 -24.4234 -1.085
H 0.3186 4.7275 -24.2951 0.522
C -2.8664 1.0189 -13.9416 -0.865
H 0.6492 13.4971 -25.5295 0.323
H -4.2345 -0.5793 -15.7472 0.341
H -2.0039 0.6033 -14.4626 0.536
H 0.0977 5.1071 -9.7458 0.316
H 0.2687 10.4189 -19.5702 0.312
C 11.7390 -1.0079 -26.3736 -1.320
H 1.2453 8.9975 -19.2580 0.298
H 3.7860 10.7803 -23.6791 0.198
H 13.0635 -2.5633 -24.2867 0.330
H 10.5381 4.1699 -26.1899 0.416
C 8.7273 -2.9319 -23.1676 -0.641
H 11.8000 3.9622 -28.6641 0.325
C -1.0978 6.1081 -24.8721 -0.104
C 1.4534 6.6228 -24.4075 -1.268
H 10.0445 -0.5305 -23.5728 0.648
H 0.7905 13.6636 -23.8147 0.317
H 5.5296 10.9630 -20.6728 0.302
H 0.2611 6.3642 -11.9076 0.338
H 2.3356 5.9997 -24.2601 0.465
H 0.1758 1.6597 -11.7633 0.586
H 6.0684 10.1245 -23.4191 0.321
H 10.3465 -4.2987 -22.6353 0.304
H 7.2402 -1.0478 -26.4478 0.250
H 4.8133 -1.4784 -29.4725 0.365
H 14.2001 -1.6717 -22.3369 0.392
C -0.1710 11.8166 -24.6625 -0.734
C -0.8142 5.4368 -10.2435 -0.490
C -3.9596 0.4002 -16.1385 -1.365
H -1.0819 11.6098 -24.1006 0.464
C 5.9168 11.1583 -21.6727 -1.323
H 4.9631 -0.4674 -28.0549 0.326
C -2.1154 4.9493 -24.8885 -1.426
H 13.8960 -1.0797 -26.0365 0.585
C 3.9339 9.9692 -22.9662 -0.427
H -1.0794 -1.0227 -10.6323 0.395
C 5.3341 -1.3808 -28.5199 -1.268
H 11.9807 -0.6296 -27.3669 0.625
C -3.8200 1.5039 -15.0392 -0.619
C 12.1171 4.3330 -27.6894 -1.268
C 8.9951 -0.3650 -27.4925 -0.938
C 11.4949 3.7160 -26.4479 -0.676
N 4.4397 3.1397 -19.9006 -0.322
C 11.2698 2.2207 -26.6272 -0.472
H 1.8283 -1.0420 -13.1859 0.313
H -1.7074 4.0577 -25.3646 0.358
H -3.3819 0.4792 -9.6880 0.667
H 0.0489 7.4434 -10.4907 0.414
H -5.7722 0.1035 -9.3294 0.322
H 6.9966 0.4697 -27.3168 0.328
H 10.4767 -2.5955 -24.4195 -0.017
H 9.1271 0.4982 -28.1449 0.442
C -2.4116 2.1854 -12.9679 -1.101
H 12.1618 -1.1498 -23.5538 0.013
H -1.4864 2.6419 -13.3197 0.588
H 3.2723 10.2507 -22.1469 0.388
H -1.4657 5.7503 -9.4278 0.357
H 0.0761 9.5072 -18.1449 0.404
H -0.8179 7.5536 -19.6880 0.342
H 12.1816 5.4211 -27.6805 0.362
H 15.1094 -1.3154 -23.8589 0.362
C -0.4135 -0.5068 -11.3240 -0.491
C 1.0643 8.0513 -21.7362 -1.011
H -3.5140 2.4613 -15.4610 0.380
C 1.0467 10.9465 -24.1697 -0.717
H 7.6520 -2.8857 -23.3400 0.377
C 0.7023 9.4654 -24.4028 -1.124
H 1.4792 6.8719 -25.4683 0.568
C 9.4177 -2.3374 -24.4117 -0.380
H -3.1490 -0.4700 -11.1150 0.613
H 12.2609 1.7777 -26.7247 0.164
H -3.1561 2.9814 -12.9832 0.661
H 14.0980 -0.0638 -23.1383 0.355
C -0.4036 1.0101 -11.1072 -0.879
H 1.3094 11.0039 -23.1134 0.456
H -1.8472 4.7893 -11.8949 0.322
H -5.2623 0.9309 -12.1501 0.136
H -0.3411 9.3008 -24.1339 0.434
C 12.9920 -0.8061 -25.4924 -1.020
C 3.4339 8.6029 -23.5529 -1.222
H -1.2527 7.1545 -11.4593 0.346
H 8.7653 -4.8116 -21.9423 0.396
H 3.9944 7.8059 -23.0644 0.539
H 1.3310 -0.7754 -10.1495 0.381
H -3.0382 5.1082 -25.4465 0.386
H -3.1177 0.2595 -16.8164 0.359
H 3.0649 -0.7555 -11.9568 0.365
H 9.1208 -5.0698 -23.5492 0.327
H -5.2445 1.8918 -10.6696 0.342
H -2.3314 4.7572 -23.8376 0.334
H 0.8155 9.2980 -25.4739 0.717
H -0.3831 3.8184 -11.5473 0.441
H 8.7693 -2.2217 -22.3418 0.406
H 9.0449 -2.7348 -25.3557 0.520
C 10.4985 1.5437 -25.4645 -0.830
C 9.2656 -4.3167 -22.7746 -1.300
C 2.0316 -0.5486 -12.2354 -1.159
H -3.3766 0.2144 -13.4118 0.381
C 7.5082 -0.4922 -27.3465 -0.365
H 7.3581 -2.2789 -28.5559 0.446
O 2.2281 1.9313 -19.3994 -0.591

=====

| no. | DFT total energy (eV) | F_max (hartree/bohr) |
| --- | --- | --- |
| 1 | -214738.0971 | 0.0706 |
| 2 | -116164.2845 | 0.1274 |